Below is an isolated molecule of C7H11Cl2N at a distorted geometry, with properties calculated with ωB97M-V/def2-TZVPD.

Values from the calculation:
Net charge   0
M   180.08 Da
HOMO-LUMO gap (spin up / spin down)   6.49 / 7.43 eV
2S+1   3

Atoms and positions in Å:
1 C 0.2924 0.2960 1.8647
2 C -0.9744 0.4956 1.4202
3 C 1.2795 -0.4490 1.0218
4 C -1.2437 0.5900 -0.0633
5 C 0.6511 -1.0538 -0.2688
6 C -1.3442 2.0000 -0.4887
7 C 1.7144 -1.4978 -1.3609
8 N -0.2424 -0.0610 -0.8409
9 Cl -3.0266 -0.0439 -0.3306
10 Cl -0.3595 -2.5455 0.1610
11 H 0.4979 0.4343 2.9416
12 H -1.8685 0.8036 2.0203
13 H 2.0038 0.3180 0.7119
14 H 1.7060 -1.2268 1.6859
15 H -1.1280 2.0679 -1.6042
16 H -0.7291 2.7134 0.0714
17 H -2.3629 2.4011 -0.1478
18 H 1.1579 -2.1060 -2.1325
19 H 2.4405 -2.0471 -0.7775
20 H 2.0682 -0.7634 -2.1340
21 H -0.5325 -0.3256 -1.7496

Force components x, y, z for each atom (eV/Å):
C 6.2 -1.0 3.1
C -8.1 1.1 -3.1
C -0.8 -0.6 0.4
C 0.4 -0.4 1.5
C -0.1 1.2 -0.9
C -1.8 2.6 -0.7
C -2.3 0.0 -0.9
N 1.0 -0.5 1.1
Cl 0.6 -0.5 -0.1
Cl 0.5 0.0 0.2
H 0.2 0.1 -0.9
H 1.2 -0.6 -0.4
H 0.4 -0.5 -0.1
H 0.4 0.3 -0.8
H -0.6 0.3 1.4
H 0.8 -0.6 -0.3
H 1.2 -0.6 -1.2
H 0.5 -0.3 1.3
H 0.5 -0.2 -0.7
H 0.3 0.3 1.8
H -0.4 0.0 -0.9

Below is the ion C7H11ClN3O2 with charge +1 at a distorted geometry, with properties calculated with ωB97M-V/def2-TZVPD.

Values from the calculation:
Net charge   +1
SMILES   [H]/N=C/O[C@]1(Cl)CC(CCO)=[NH+]C=N1
M   204.64 Da
HOMO-LUMO gap   9.80 eV

Atoms and positions in Å:
1 H 0.4802 2.2751 -0.6464
2 N -0.3174 1.6871 -0.5553
3 C -1.4749 2.1610 -0.3810
4 O -2.5418 1.4140 -0.2909
5 C -2.3242 0.0026 -0.0216
6 Cl -3.8206 -0.6372 0.6566
7 C -1.1772 -0.2592 1.0371
8 C 0.1651 -0.4738 0.4532
9 C 1.4740 -0.2993 1.1688
10 C 2.5311 0.0309 0.0619
11 O 2.7870 -1.2425 -0.5442
12 N 0.1420 -1.1113 -0.7289
13 C -1.0271 -1.1513 -1.5441
14 N -2.1513 -0.6681 -1.2758
15 H -1.8575 3.1589 -0.4504
16 H -1.0362 0.6488 1.5816
17 H -1.5706 -1.2334 1.4391
18 H 1.5821 -1.1738 1.7582
19 H 1.2151 0.4361 2.0757
20 H 2.1659 0.8071 -0.6004
21 H 3.3458 0.3951 0.6310
22 H 3.4976 -1.7554 -0.0903
23 H 0.9599 -1.3762 -1.1683
24 H -1.0469 -1.6353 -2.5656

Force components x, y, z for each atom (eV/Å):
H 0.0 1.1 -0.1
N -0.1 -1.0 0.7
C 0.6 0.7 -1.4
O -0.8 -2.2 1.1
C 0.5 0.2 0.0
Cl -0.1 0.4 0.1
C -0.9 -0.5 -1.3
C -0.7 -1.6 -2.3
C -2.8 3.1 0.5
C -0.4 -1.8 2.6
O 0.8 0.3 -0.4
N -2.5 1.1 1.5
C -0.4 -0.8 -1.4
N 0.0 0.8 0.5
H 0.6 1.0 0.1
H -0.7 -0.1 1.6
H 0.9 1.1 0.7
H 0.9 -1.4 0.1
H 1.0 -0.8 -2.3
H 0.1 -0.4 -0.5
H 1.3 0.5 0.0
H -0.7 0.9 -0.4
H 2.4 -0.8 -0.9
H 1.2 0.3 1.4

Below is an isolated molecule of C7H11IN2 at a distorted geometry, with properties calculated with ωB97M-V/def2-TZVPD.

Values from the calculation:
Net charge   0
M   250.08 Da
HOMO-LUMO gap   8.37 eV

Atoms and positions in Å:
1 C -1.7078 -0.2102 -0.0289
2 C -0.8435 -0.7493 1.1659
3 C -1.5905 1.2834 0.2055
4 C 0.3227 0.1932 1.0637
5 C -0.1201 1.4855 0.4809
6 C 1.6442 -0.2825 -0.5147
7 C 1.3309 -1.4531 -1.4784
8 N 0.5572 1.6932 -0.8724
9 N 1.3445 0.8416 -1.2255
10 I 3.7071 -0.3037 0.3505
11 H -1.1352 -0.4954 -0.8408
12 H -2.6332 -0.6134 -0.0182
13 H -1.2681 -0.5021 2.1202
14 H -0.5049 -1.7916 1.2257
15 H -1.7769 1.8248 -0.6156
16 H -2.1687 1.6732 1.0346
17 H 0.9841 0.2602 1.9398
18 H 0.1671 2.4525 1.0897
19 H 1.9896 -2.3555 -1.2283
20 H 1.3645 -1.0786 -2.5569
21 H 0.3369 -1.8721 -1.2970

Force components x, y, z for each atom (eV/Å):
C 2.4 0.6 3.3
C 0.7 0.5 -0.6
C 0.7 -1.1 2.0
C 3.0 -0.7 -0.8
C 1.4 0.8 1.2
C -1.8 -1.1 2.9
C 1.0 -1.2 0.4
N -0.4 0.5 0.2
N 0.9 2.2 -1.5
I -1.3 0.1 -0.7
H 0.6 -0.4 -2.2
H -3.1 -1.1 -0.3
H -0.8 -0.1 0.6
H -0.4 0.1 -0.5
H -1.3 2.1 -3.1
H -0.3 -0.2 0.2
H -0.1 -0.2 -0.5
H -0.6 -1.9 -1.2
H -0.6 1.4 -0.9
H 0.3 -0.8 1.5
H -0.1 0.4 0.0

Q: Look up the M of the third one.
A: 250.08 Da

Q: What is the M in the first record?
A: 180.08 Da